78
Properties=species:S:1:pos:R:3 method="wB97M-V/def2-TZVPD" charge=+1 energy_ha=-2339.3946
C -3.041 -10.187 0.514
C -1.675 -9.831 -0.001
C -1.413 -9.053 -1.458
O -1.062 -9.795 -2.513
O -1.627 -7.597 -1.473
C -0.364 -6.846 -1.555
C -0.393 -5.417 -0.688
C 0.637 -4.291 -1.308
C 0.120 -2.735 -1.143
C 1.422 -1.774 -1.465
C 1.128 -0.164 -1.332
C 0.867 0.370 0.195
N 1.512 -0.645 1.113
C 1.751 1.756 0.503
N 0.922 3.043 0.697
C 1.567 4.240 0.034
F 1.937 4.002 -1.409
F 0.721 5.471 0.025
C 2.976 4.688 0.817
C 4.075 5.585 -0.053
C 5.521 6.107 0.607
C 5.864 5.746 2.171
C 4.741 4.879 3.051
C 5.167 4.606 4.639
F 6.122 3.484 4.803
F 5.890 5.862 5.066
F 3.973 4.523 5.543
C 3.321 4.337 2.381
C -0.477 2.611 0.289
C -1.744 3.603 0.722
C -0.619 0.992 0.594
C -0.920 0.480 2.122
C -2.381 0.933 2.728
O -2.594 1.895 3.634
P -2.145 0.515 -0.450
O -2.148 1.145 -1.927
H -3.382 -11.305 0.749
H -3.847 -9.346 0.773
H -0.719 -10.067 0.668
H 0.527 -7.547 -1.204
H -0.156 -6.645 -2.712
H -0.073 -5.720 0.421
H -1.514 -5.077 -0.651
H 1.691 -4.507 -0.845
H 0.740 -4.530 -2.473
H -0.706 -2.580 -1.991
H -0.415 -2.503 -0.129
H 1.682 -1.966 -2.615
H 2.398 -2.133 -0.879
H 2.066 0.382 -1.829
H 0.225 0.067 -2.077
H 0.923 -1.493 1.266
H 1.771 -0.251 2.044
H 2.643 1.812 -0.288
H 2.382 1.774 1.516
H 0.883 3.085 1.751
H 3.900 5.918 -1.178
H 6.280 6.744 -0.046
H 6.899 6.107 2.640
H 2.546 3.731 3.018
H -0.444 2.825 -0.885
H -2.754 3.021 0.871
H -1.418 4.060 1.776
H -1.856 4.537 0.005
H -0.019 0.808 2.825
H -0.946 -0.713 2.074
H -3.320 0.310 2.335
H -3.418 0.933 0.139
H -2.281 -0.931 -0.658
C -5.512 2.200 -4.196
C -5.472 2.309 -2.686
O -4.988 1.098 -2.124
H -6.156 1.370 -4.505
H -5.887 3.124 -4.644
H -4.513 1.994 -4.596
H -6.475 2.493 -2.289
H -4.820 3.129 -2.369
H -4.094 0.949 -2.477